Density functional theory data (wB97M-V/def2-TZVPD) for C27H43BrN2O2P2Pd as an isolated structure at a distorted geometry.

Cartesian coordinates (Å):
C 3.921 5.526 -1.724
C 2.668 5.026 -2.137
C 2.552 4.649 -3.499
C 3.711 4.590 -4.292
N 4.925 4.924 -3.841
C 5.014 5.417 -2.599
C 1.545 4.837 -1.262
C 0.444 4.512 -0.825
C -0.514 3.797 -0.051
C -0.408 3.838 1.358
C -0.869 2.749 2.109
C -1.338 1.679 1.343
C -1.903 1.824 0.067
C -1.468 2.939 -0.656
Pd -0.991 -0.194 1.999
P 0.584 -0.443 0.383
H 1.577 4.411 -3.936
H 4.061 5.976 -0.743
H 3.631 4.284 -5.335
H 5.996 5.764 -2.281
H -1.784 3.105 -1.689
H 0.105 4.662 1.859
H -2.488 1.000 -0.356
H -0.801 2.613 3.186
C 1.454 -2.027 0.079
C 2.382 -2.141 -1.126
H 0.636 -2.763 0.020
H 1.964 -2.290 1.011
H 2.845 -3.135 -1.095
H 1.835 -2.039 -2.070
H 3.187 -1.398 -1.097
C 0.307 0.152 -1.322
C 1.423 0.958 -1.965
H -0.579 0.787 -1.321
H -0.010 -0.708 -1.927
H 1.126 1.257 -2.982
H 1.609 1.884 -1.406
H 2.369 0.410 -2.040
C 1.700 0.774 1.196
C 3.185 0.505 1.019
H 1.436 0.738 2.266
H 1.406 1.781 0.868
H 3.749 1.213 1.635
H 3.431 -0.511 1.340
H 3.495 0.638 -0.021
Br -2.219 -2.398 2.247
P -2.418 -2.643 -1.874
C -1.073 -3.220 -2.996
C -1.380 -4.489 -3.771
H -0.216 -3.376 -2.314
H -0.788 -2.399 -3.674
H -0.468 -4.830 -4.272
H -1.716 -5.293 -3.111
H -2.134 -4.326 -4.548
C -3.606 -3.965 -1.454
C -4.836 -4.068 -2.350
H -3.903 -3.716 -0.414
H -3.060 -4.924 -1.390
H -5.513 -4.832 -1.955
H -5.401 -3.134 -2.388
H -4.593 -4.359 -3.377
C -3.336 -1.303 -2.744
C -3.560 -1.492 -4.232
H -2.751 -0.387 -2.547
H -4.295 -1.174 -2.220
H -4.048 -0.599 -4.637
H -2.624 -1.622 -4.780
H -4.219 -2.339 -4.445
N -0.278 -2.349 5.284
C -0.142 -3.522 4.405
C 0.726 -3.056 3.244
O 1.220 -3.925 2.521
O 0.846 -1.785 3.135
H 0.603 -2.253 5.797
H -1.037 -2.460 5.951
H -0.392 -1.509 4.694
H 0.304 -4.334 4.974
H -1.139 -3.797 4.058

The LUMO energy comes out at -0.699 eV. Its net charge is 0. Its HOMO energy is -7.08 eV. For the orbital gap, the calculation gives 0.2346 hartree.